# 1
Density functional theory data (ωB97M-V with the def2-TZVPD basis set) for C4H10N4O in the gas phase.

Each line ends with the Mulliken charge.
Atoms and positions in Å:
C  2.09635  -0.95658  0.38422  -1.481
C  0.71613  -0.52548  -0.03598  0.538
N  0.09109  -1.29467  -1.04651  -0.456
C  0.08327  0.50533  0.58068  0.114
N  0.62093  1.18831  1.66723  -0.581
C  -0.77462  1.39557  -0.31747  0.408
O  -0.43412  2.55496  -0.49203  -0.679
N  -1.91700  0.92826  -0.86684  0.043
N  -2.64427  -0.20945  -0.47397  -0.778
H  2.75100  -0.09121  0.52671  0.378
H  2.06400  -1.52790  1.31586  0.279
H  2.54020  -1.60423  -0.37839  0.392
H  0.75986  -1.84757  -1.56814  0.265
H  -0.66520  -1.88443  -0.71616  0.188
H  0.35628  2.16541  1.67573  0.236
H  1.61163  1.06199  1.82460  0.212
H  -2.48678  1.62980  -1.32216  0.293
H  -2.51398  -0.94470  -1.16681  0.286
H  -2.25477  -0.54340  0.40944  0.343

Kohn-Sham gap = 8.4023 eV
Net charge = 0
HOMO level = -7.67 eV
SMILES string = C/C(N)=C(\N)C(=O)NN
F_max = 0.0415 hartree/bohr
M = 130.15 Da
Energy relative to the best compared isomer or geometry (same formula, charge and spin) = 162.4 kJ/mol
LUMO energy = 0.0271 hartree



# 2
Density functional theory data (ωB97M-V with the def2-TZVPD basis set) for C4H10N4O2 in the gas phase.

Each line ends with the Mulliken charge.
Atoms and positions in Å:
C  -2.53453  1.08325  -0.50981  -0.921
N  -1.10316  1.26913  -0.36579  -0.363
C  -0.29747  0.52844  0.17933  0.592
N  1.13102  1.37859  0.69143  -0.448
N  2.18542  1.38775  -0.12359  1.100
O  2.44635  0.42071  -0.82657  -0.613
O  2.86264  2.40314  -0.07959  -0.679
N  -0.02943  -0.78490  0.31357  0.052
C  1.05565  -1.28219  1.13512  -0.993
C  -0.35512  -1.69037  -0.77007  -0.876
H  -2.89715  0.31345  0.04005  0.395
H  -2.65293  0.80061  -1.58761  0.325
H  -3.17492  2.03567  -0.16654  0.256
H  0.88766  2.26114  1.12982  0.283
H  1.13138  -0.57354  1.98434  0.379
H  0.74881  -2.31753  1.65609  0.345
H  2.07110  -1.47457  0.44367  0.284
H  -1.41991  -1.44651  -1.16196  0.248
H  0.23475  -1.72883  -1.72576  0.231
H  -0.29017  -2.58343  -0.25612  0.403

Kohn-Sham gap = 9.9034 eV
Net charge = 0
HOMO level = -9.28 eV
SMILES string = C/N=C(/N[N+](=O)[O-])N(C)C
F_max = 0.0811 hartree/bohr
M = 146.15 Da
Energy relative to the best compared isomer or geometry (same formula, charge and spin) = 613.7 kJ/mol
LUMO energy = 0.0228 hartree



# 3
Density functional theory data (ωB97M-V with the def2-TZVPD basis set) for a gas-phase ion, C4H10N4S (charge +2).

Each line ends with the Mulliken charge.
Atoms and positions in Å:
N  0.38195  -0.25946  -2.84112  -0.399
C  0.38725  -0.36068  -1.52116  0.426
C  -0.73812  -0.19396  -0.72329  -0.932
C  -0.69847  -0.24217  0.75384  0.411
N  -1.29875  1.14309  1.24724  -0.430
N  0.81225  -0.26841  1.21571  -0.332
S  1.05316  0.11946  2.98169  0.006
C  1.76224  -0.52442  0.39165  0.084
N  1.63941  -0.56232  -0.92728  -0.084
H  -0.54756  0.00548  -3.12044  0.228
H  1.06284  -0.00667  -3.43921  0.232
H  -1.83328  -0.09139  -1.15943  0.286
H  -1.12745  -1.02640  1.30570  0.360
H  -1.68972  1.09364  2.24241  0.389
H  -2.00434  1.52681  0.50166  0.406
H  -0.62929  1.85235  1.35301  0.381
H  1.84936  -1.01168  3.06611  0.257
H  2.77691  -0.65608  0.82158  0.392
H  2.34700  -1.12451  -1.36855  0.320

Kohn-Sham gap = 8.6553 eV
Net charge = +2
HOMO level = -16.78 eV
SMILES string = NC1=C[C@H]([NH3+])N(S)C=[NH+]1
F_max = 0.0904 hartree/bohr
M = 146.22 Da
Energy relative to the best compared isomer or geometry (same formula, charge and spin) = 39.1 kJ/mol
LUMO energy = -0.2985 hartree



# 4
Density functional theory data (ωB97M-V with the def2-TZVPD basis set) for 2 unconnected molecules or ions with the total composition C4H10N6.

Each line ends with the Mulliken charge.
Atoms and positions in Å:
C  -1.28977  0.26148  0.31994  0.031
C  1.17448  -0.29879  -1.58346  -1.363
C  0.06261  0.75935  0.35035  0.415
C  1.18996  -0.16045  -0.05637  0.067
N  -2.99183  -1.07523  0.23312  -0.599
N  -1.66194  -1.04334  0.29712  0.366
N  -2.39611  0.98534  0.25945  -0.241
N  -3.39834  0.12332  0.20989  -0.425
N  0.18331  2.07521  0.03788  -0.396
N  1.00978  -1.46996  0.55412  -0.647
H  1.23342  0.68201  -2.04881  0.379
H  2.02335  -0.89166  -1.91374  0.390
H  0.25844  -0.78551  -1.90586  0.318
H  0.28612  0.61580  2.31813  0.080
H  2.13924  0.32139  0.24209  0.297
H  1.07075  2.52417  0.20416  0.235
H  -0.63358  2.63053  0.23906  0.257
H  1.79430  -2.07123  0.32502  0.246
H  -1.02737  -1.83204  0.35369  0.332
H  0.97318  -1.35040  1.56423  0.260

Kohn-Sham gap (alpha / beta) = 7.9766 / 7.9754 eV
Net charge = 0
HOMO level (alpha / beta) = -8.26 / -8.26 eV
F_max = 0.0609 hartree/bohr
M = 142.17 Da
Energy relative to the best compared isomer or geometry (same formula, charge and spin) = 129.6 kJ/mol
LUMO energy (alpha / beta) = -0.0105 / -0.0105 hartree



# 5
Density functional theory data (ωB97M-V with the def2-TZVPD basis set) for C4H10N6O4S in the gas phase.

Each line ends with the Mulliken charge.
Atoms and positions in Å:
C  -2.02500  0.79780  -1.27948  -0.821
N  -1.79588  1.20931  0.03554  -0.415
N  -0.21940  1.71295  -0.19668  0.173
N  0.01847  2.89488  0.37626  -0.649
S  0.70945  0.59432  0.79511  1.212
O  0.33033  0.65203  2.17155  -0.675
O  2.06576  0.83355  0.40717  -0.591
N  0.08121  -0.80742  0.16982  0.286
C  -0.83019  -1.59041  0.95637  -0.995
C  1.14015  -1.58904  -0.45382  -0.187
C  1.78122  -0.73008  -1.40675  0.027
N  2.26895  -0.24937  -2.33182  -0.519
N  2.17438  -2.20634  0.53895  1.091
O  2.84421  -3.05699  -0.00135  -0.609
O  2.30462  -1.72264  1.60569  -0.514
H  -1.65013  1.56921  -1.88070  0.464
H  -1.63400  -0.22828  -1.52014  0.167
H  -3.11680  0.68216  -1.38320  0.312
H  -2.19846  2.15272  0.12244  0.368
H  -0.20471  3.12112  1.32397  0.236
H  -0.08523  3.66313  -0.22054  0.173
H  -0.85146  -2.49270  0.32595  0.337
H  -0.20506  -1.86755  1.85250  0.337
H  -1.76119  -0.99811  1.13042  0.303
H  0.85875  -2.34425  -1.13726  0.488

Kohn-Sham gap = 9.5782 eV
Net charge = 0
HOMO level = -9.80 eV
SMILES string = CNN(N)S(=O)(=O)N(C)[C@@H](C#N)[N+](=O)[O-]
F_max = 0.0733 hartree/bohr
M = 238.23 Da
Energy relative to the best compared isomer or geometry (same formula, charge and spin) = 175.3 kJ/mol
LUMO energy = -0.0081 hartree



# 6
Density functional theory data (ωB97M-V with the def2-TZVPD basis set) for a gas-phase ion, C4H10NO (charge -1).

Each line ends with the Mulliken charge.
Atoms and positions in Å:
C  2.16883  -1.59223  -0.49536  -0.934
C  1.67452  -0.04675  -0.68866  -0.535
C  0.61852  0.58434  0.32838  -0.248
N  -0.69129  0.96194  -0.41624  -0.553
C  -2.03685  0.40410  0.13046  -0.281
O  -2.01116  -0.04253  1.36103  -0.864
H  1.37349  -2.40498  -0.79740  0.215
H  2.12978  -1.69139  0.64351  0.238
H  3.13212  -1.73229  -0.93423  0.342
H  1.13606  -0.03487  -1.63221  0.221
H  2.58592  0.44108  -1.01608  0.393
H  0.67409  -0.10152  1.17261  0.236
H  0.86922  1.63207  0.78448  0.159
H  -0.60440  0.51724  -1.26979  0.260
H  -2.21702  -0.36434  -0.57932  0.151
H  -2.70114  1.24890  0.00503  0.201

Kohn-Sham gap = 6.0562 eV
Net charge = -1
HOMO level = -2.12 eV
SMILES string = CCCNC[O-]
F_max = 0.0868 hartree/bohr
M = 88.13 Da
Energy relative to the best compared isomer or geometry (same formula, charge and spin) = 208.1 kJ/mol
LUMO energy = 0.1447 hartree



# 7
Density functional theory data (ωB97M-V with the def2-TZVPD basis set) for a gas-phase ion, C4H10NO (charge -1).

Each line ends with the Mulliken charge.
Atoms and positions in Å:
C  1.25039  1.06168  1.23650  -1.418
C  -0.12015  0.82885  0.63872  0.337
C  -0.14284  1.37381  -0.81695  -1.213
N  -0.43215  -0.59740  0.77739  -0.428
C  0.00867  -1.48647  -0.36012  -0.581
O  -0.74921  -1.43729  -1.44110  -0.844
H  1.97698  0.45168  0.69786  0.268
H  1.62020  2.08126  1.11150  0.379
H  1.29102  0.79147  2.28953  0.361
H  -0.89546  1.36026  1.19390  0.297
H  0.50860  0.70293  -1.37381  0.275
H  -1.14464  1.42715  -1.21490  0.326
H  0.37106  2.34097  -0.80888  0.421
H  -1.44005  -0.72102  0.75567  0.289
H  1.10175  -1.23858  -0.50965  0.212
H  0.08095  -2.49826  0.13001  0.319

Kohn-Sham gap = 6.6078 eV
Net charge = -1
HOMO level = -2.32 eV
SMILES string = CC(C)NC[O-]
F_max = 0.0296 hartree/bohr
M = 88.13 Da
Energy relative to the best compared isomer or geometry (same formula, charge and spin) = 26.5 kJ/mol
LUMO energy = 0.1574 hartree



# 8
Density functional theory data (ωB97M-V with the def2-TZVPD basis set) for a gas-phase ion, C4H10NO (charge -1).

Each line ends with the Mulliken charge.
Atoms and positions in Å:
C  -0.18145  1.55018  0.30502  -1.182
C  0.90302  0.36111  0.23868  0.099
N  2.08314  0.68477  -0.72116  -0.717
C  0.19661  -0.91251  -0.31679  -0.816
C  -1.04084  -1.33284  0.45098  -0.565
O  -2.07753  -0.52722  0.13390  -0.866
H  -0.82332  1.38530  1.21595  0.275
H  0.35760  2.46034  0.38068  0.535
H  -0.72012  1.38150  -0.63808  0.199
H  1.36720  0.15469  1.23780  0.289
H  1.63642  0.53398  -1.68301  0.314
H  2.19516  1.74821  -0.64617  0.251
H  -0.13912  -0.76010  -1.33712  0.333
H  0.89828  -1.74916  -0.35919  0.394
H  -1.31187  -2.37732  0.16463  0.330
H  -0.68609  -1.34870  1.57407  0.124

Kohn-Sham gap = 6.5164 eV
Net charge = -1
HOMO level = -2.19 eV
SMILES string = C[C@H](N)CC[O-]
F_max = 0.0600 hartree/bohr
M = 88.13 Da
Energy relative to the best compared isomer or geometry (same formula, charge and spin) = 82.4 kJ/mol
LUMO energy = 0.1591 hartree



# 9
Density functional theory data (ωB97M-V with the def2-TZVPD basis set) for a molecular structure, C4H10NO.

Each line ends with the Mulliken charge.
Atoms and positions in Å:
C  -0.71381  -0.75418  1.52714  -1.378
N  -2.26579  0.30259  1.30568  -0.463
C  -0.94261  0.50937  -0.70178  -1.107
C  -1.58253  -0.46384  0.30020  0.540
C  2.32517  -0.30013  -1.21785  -0.639
O  2.51121  0.91880  -0.80822  -0.816
H  0.08873  -1.45842  1.21440  0.379
H  -1.18463  -1.13424  2.39385  0.458
H  -0.07341  0.14098  1.57494  0.357
H  -2.19434  -1.28005  -0.15160  0.347
H  -0.35194  -0.05040  -1.49598  0.149
H  -1.83110  1.27290  -0.98808  0.305
H  -0.27885  1.21129  -0.26602  0.357
H  2.55185  -1.14178  -0.60513  0.135
H  3.14984  -0.39026  -1.98509  0.371
H  1.37732  -0.58584  -1.81147  0.006

Kohn-Sham gap = 4.7812 eV
Net charge = -1
HOMO level = -1.91 eV
F_max = 0.0787 hartree/bohr
M = 88.13 Da
Energy relative to the best compared isomer or geometry (same formula, charge and spin) = 599.1 kJ/mol
LUMO energy = 0.1056 hartree



# 10
Density functional theory data (ωB97M-V with the def2-TZVPD basis set) for 2 unconnected molecules or ions with the total composition C4H10NO.

Each line ends with the Mulliken charge.
Atoms and positions in Å:
C  2.58586  0.57668  -0.06938  -0.458
C  2.23813  -0.57502  0.27291  0.082
C  -2.20174  -0.19358  0.11674  -1.197
C  -0.66933  0.17769  0.29111  0.197
N  0.09308  -0.79680  -0.44201  -0.460
O  -0.31361  1.43972  -0.17988  -0.522
H  3.56237  1.15047  0.11647  0.346
H  1.62642  1.24030  -0.31446  0.332
H  2.18271  -1.59453  0.46249  0.441
H  -2.96729  0.45494  0.42496  0.404
H  -2.36345  -1.29492  0.38970  0.282
H  -2.26217  -0.11097  -1.00627  0.371
H  -0.41962  -0.00052  1.33835  0.297
H  -0.04263  -1.66626  -0.01902  0.336
H  -0.03205  -0.88009  -1.39456  0.208
H  -1.01668  2.07286  0.01286  0.343

Kohn-Sham gap = 9.3156 eV
Net charge = +1
HOMO level = -14.70 eV
F_max = 0.0819 hartree/bohr
M = 88.13 Da
Energy relative to the best compared isomer or geometry (same formula, charge and spin) = 412.6 kJ/mol
LUMO energy = -0.1977 hartree



# 11
Density functional theory data (ωB97M-V with the def2-TZVPD basis set) for 2 unconnected molecules or ions with the total composition C4H10NO.

Each line ends with the Mulliken charge.
Atoms and positions in Å:
C  -2.58118  -0.32711  0.33999  -0.579
C  -0.53103  -0.01091  -0.27548  -0.266
C  0.78064  1.93864  0.17564  -0.816
C  2.02405  -1.29484  0.30988  -0.753
N  0.64958  0.62672  -0.08074  0.354
O  1.89179  -0.00826  -0.34298  -0.230
H  -3.14038  -0.89352  -0.51970  0.300
H  -0.52872  -0.99337  -0.78256  0.354
H  -3.22650  0.47709  0.63283  0.330
H  -2.20835  -0.90559  1.12611  0.337
H  -0.22089  2.30753  0.08954  0.304
H  1.25698  2.54480  -0.66731  0.324
H  1.34380  2.17097  1.11541  0.321
H  1.54246  -1.44364  1.22785  0.364
H  3.12146  -1.31795  0.39610  0.274
H  1.82002  -1.99144  -0.44102  0.382

Kohn-Sham gap = 9.9516 eV
Net charge = +1
HOMO level = -15.25 eV
F_max = 0.1397 hartree/bohr
M = 88.13 Da
Energy relative to the best compared isomer or geometry (same formula, charge and spin) = 652.1 kJ/mol
LUMO energy = -0.1945 hartree



# 12
Density functional theory data (ωB97M-V with the def2-TZVPD basis set) for 2 unconnected molecules or ions with the total composition C4H10NO.

Each line ends with the Mulliken charge.
Atoms and positions in Å:
C  -0.00976  1.64312  0.56413  -0.991
C  0.59720  0.22636  0.07937  -0.224
C  -0.46942  -0.43107  -0.83342  -0.223
C  -1.58938  -0.78358  0.09051  -0.039
O  -2.83452  -0.60101  -0.08934  -0.389
N  3.38503  -0.30065  0.01112  -0.409
H  0.73036  2.48697  0.51668  0.347
H  -0.98862  1.87221  0.09063  0.355
H  -0.40105  1.73212  1.60442  0.368
H  0.83077  -0.30030  1.00608  0.528
H  -0.85197  0.32588  -1.58495  0.319
H  -0.40621  -1.31188  -1.48954  0.377
H  -1.25432  -1.17108  1.11042  0.335
H  4.24247  -0.50184  -0.36708  0.203
H  2.55182  -0.67584  -0.28469  0.201
H  3.35599  0.52742  0.63135  0.241

Kohn-Sham gap = 5.8866 eV
Net charge = +1
HOMO level = -14.45 eV
F_max = 0.1288 hartree/bohr
M = 88.13 Da
Energy relative to the best compared isomer or geometry (same formula, charge and spin) = 619.8 kJ/mol
LUMO energy = -0.3147 hartree



> Which formula does entry 10 have?

C4H10NO



Copy entry 2 word for word.
Density functional theory data (ωB97M-V with the def2-TZVPD basis set) for C4H10N4O2 in the gas phase.

Each line ends with the Mulliken charge.
Atoms and positions in Å:
C  -2.53453  1.08325  -0.50981  -0.921
N  -1.10316  1.26913  -0.36579  -0.363
C  -0.29747  0.52844  0.17933  0.592
N  1.13102  1.37859  0.69143  -0.448
N  2.18542  1.38775  -0.12359  1.100
O  2.44635  0.42071  -0.82657  -0.613
O  2.86264  2.40314  -0.07959  -0.679
N  -0.02943  -0.78490  0.31357  0.052
C  1.05565  -1.28219  1.13512  -0.993
C  -0.35512  -1.69037  -0.77007  -0.876
H  -2.89715  0.31345  0.04005  0.395
H  -2.65293  0.80061  -1.58761  0.325
H  -3.17492  2.03567  -0.16654  0.256
H  0.88766  2.26114  1.12982  0.283
H  1.13138  -0.57354  1.98434  0.379
H  0.74881  -2.31753  1.65609  0.345
H  2.07110  -1.47457  0.44367  0.284
H  -1.41991  -1.44651  -1.16196  0.248
H  0.23475  -1.72883  -1.72576  0.231
H  -0.29017  -2.58343  -0.25612  0.403

Kohn-Sham gap = 9.9034 eV
Net charge = 0
HOMO level = -9.28 eV
SMILES string = C/N=C(/N[N+](=O)[O-])N(C)C
F_max = 0.0811 hartree/bohr
M = 146.15 Da
Energy relative to the best compared isomer or geometry (same formula, charge and spin) = 613.7 kJ/mol
LUMO energy = 0.0228 hartree